1.
{"formula": "C2H5N3OS", "method": "ωB97M-V with the def2-TZVPD basis set", "elements": ["S", "O", "N", "N", "N", "C", "C", "H", "H", "H", "H", "H"], "xyz": [[1.48727, -0.70344, -2.72550], [-0.43550, 0.22140, -1.46809], [-1.23604, -0.84307, 0.73847], [0.87094, -0.09664, -1.40331], [1.50667, 0.01468, -0.32669], [-0.75814, 0.36054, 0.38448], [0.66688, 0.65868, 0.68252], [-1.33984, 1.22774, 0.31634], [-0.46557, -1.59088, 0.97487], [-2.14532, -1.16465, 0.47229], [0.89407, 0.27830, 1.75566], [0.95458, 1.63734, 0.59895]], "forces_ev_per_angstrom": [[1.26, -1.04, -2.62], [0.13, 0.80, 2.54], [2.62, -1.33, 1.38], [-1.23, 0.10, 0.96], [0.01, -0.14, 1.06], [0.89, -1.07, -2.27], [0.39, -3.30, 1.51], [-1.54, 0.66, -0.07], [-2.39, 1.92, -0.86], [-0.14, -0.01, -0.08], [-0.01, 0.53, -1.83], [0.00, 2.88, 0.27]], "mulliken_charge": [-0.312, -0.489, -0.424, 0.685, -0.563, 0.285, -0.695, 0.340, 0.268, 0.238, 0.272, 0.393], "e_above_lowest_kcal_mol": 119.97, "gap_ev": 8.4, "mol_weight_g_mol": 119.15, "multiplicity": 1, "homo_energy_ev": -8.02, "charge": 0}



2.
{"formula": "C2H5N3OS", "method": "ωB97M-V with the def2-TZVPD basis set", "elements": ["S", "O", "N", "N", "N", "C", "C", "H", "H", "H", "H", "H"], "xyz": [[1.10938, -0.99523, 0.26103], [1.33649, 1.49729, -0.64075], [-0.49749, -1.14814, -0.25226], [-0.70861, 0.95061, 0.95448], [-2.55653, 0.14432, -0.49446], [-1.32450, 0.12119, 0.09327], [1.85145, 0.52159, -0.16433], [-3.15410, 0.90358, -0.05087], [2.77185, 0.59891, 0.14353], [-0.52121, -1.58424, -1.38491], [-2.90765, -0.87980, -0.19019], [-1.45416, 1.42276, 1.40401]], "forces_ev_per_angstrom": [[0.54, -1.42, 0.38], [-0.10, -0.08, -0.79], [-1.13, 1.52, -3.73], [-2.17, -3.74, -2.94], [-2.01, -2.36, 2.05], [4.96, 0.44, 2.24], [-5.73, 0.89, -1.89], [0.88, -1.44, -0.81], [5.68, -0.34, 2.03], [-0.21, 2.20, 4.27], [0.12, 2.99, -1.32], [-0.83, 1.34, 0.49]], "mulliken_charge": [-0.078, -0.437, -0.388, -0.597, -0.496, 0.424, -0.081, 0.317, 0.492, 0.336, 0.315, 0.192], "e_above_lowest_kcal_mol": 84.33, "gap_ev": 9.5, "mol_weight_g_mol": 119.15, "multiplicity": 1, "homo_energy_ev": -9.09, "charge": 0, "smiles": "[H]/N=C(\\N)NSC=O"}



3.
{"formula": "C2H5N3OS2", "method": "ωB97M-V with the def2-TZVPD basis set", "elements": ["S", "S", "O", "N", "N", "N", "C", "C", "H", "H", "H", "H", "H"], "xyz": [[1.40652, 1.74467, 1.60966], [-2.10270, -1.18555, 2.05697], [-0.07860, -0.19729, 0.67076], [-1.59844, -1.41140, -0.55025], [0.29058, 0.09157, -1.58671], [1.62905, 0.88413, 0.22082], [0.56514, 0.14490, -0.33176], [-1.23003, -1.09339, 0.64738], [2.49920, 0.96280, 2.25036], [1.01690, 0.44692, -2.14644], [1.71924, 2.00583, -0.60713], [-1.31068, -0.85758, -1.45412], [-2.80618, -1.53562, -0.77954]], "forces_ev_per_angstrom": [[2.42, -1.23, 3.52], [1.02, -0.46, -0.72], [-4.59, -4.57, 3.48], [-5.77, -0.13, -5.70], [-0.95, -1.44, 1.51], [1.54, 5.31, -6.13], [2.33, 3.27, -3.74], [-0.71, 2.86, 2.10], [-2.04, 1.74, -0.45], [1.03, 0.71, -0.64], [0.09, -4.80, 2.41], [0.77, -1.14, 2.51], [4.86, -0.12, 1.84]], "mulliken_charge": [-0.140, -0.300, -0.190, -0.462, -0.731, -0.521, 0.813, 0.088, 0.162, 0.242, 0.318, 0.381, 0.339], "e_above_lowest_kcal_mol": 105.96, "gap_ev": 8.7, "mol_weight_g_mol": 151.22, "multiplicity": 1, "homo_energy_ev": -8.84, "charge": 0}



4.
{"formula": "C2H5N3S", "method": "ωB97M-V with the def2-TZVPD basis set", "elements": ["S", "N", "N", "N", "C", "C", "H", "H", "H", "H", "H"], "xyz": [[-2.59562, -0.25179, 0.07704], [-1.18097, 0.72782, -0.13840], [3.38278, -0.10665, 0.29986], [2.17326, -0.36960, -0.20079], [1.19993, 0.38874, -0.03716], [-0.21438, -0.18342, -0.17562], [4.04658, -0.54370, -0.27907], [-3.64576, 0.64734, 0.37915], [3.67514, 0.84616, 0.12679], [1.19095, 1.46392, 0.08314], [-0.27586, -1.37796, 0.00936]], "forces_ev_per_angstrom": [[-1.87, 0.87, 0.20], [1.26, -3.70, 0.26], [1.31, 1.64, -0.44], [-0.87, -2.33, 0.71], [-2.93, 0.09, -1.39], [0.70, 1.31, 1.00], [0.97, -1.64, -0.50], [1.56, -0.54, -0.47], [-0.32, 1.09, 0.68], [0.42, 0.36, 0.68], [-0.22, 2.84, -0.74]], "mulliken_charge": [-0.164, -0.344, -0.484, -0.215, -0.120, 0.057, 0.265, 0.156, 0.234, 0.352, 0.264], "e_above_lowest_kcal_mol": 86.31, "gap_ev": 8.8, "mol_weight_g_mol": 103.15, "multiplicity": 1, "homo_energy_ev": -8.51, "charge": 0}



5.
{"formula": "C2H5N3S2", "method": "ωB97M-V with the def2-TZVPD basis set", "elements": ["S", "S", "N", "N", "N", "C", "C", "H", "H", "H", "H", "H"], "xyz": [[2.47435, -0.54899, -0.29452], [-2.04183, -0.64084, -0.59869], [0.30465, 1.22726, -0.34064], [-0.44087, 2.25397, 0.33277], [-1.26137, -0.84533, 0.84734], [0.90509, 0.01166, 0.14445], [-0.08218, -0.57321, 1.16264], [-1.49756, 2.18979, -0.32299], [-0.74821, 1.44380, 1.39750], [0.44503, -0.98009, 2.10513], [-1.19757, -0.43415, -1.48890], [0.92376, 1.73584, -1.11808]], "forces_ev_per_angstrom": [[-3.03, 0.78, 0.62], [-3.35, -0.78, 2.32], [4.67, -0.03, -2.87], [-4.71, -4.83, 1.65], [-1.00, -0.52, 0.41], [-0.10, 2.68, -0.20], [3.64, -0.97, -0.06], [3.44, 0.31, 2.77], [0.56, 3.52, -3.71], [-1.43, 0.83, -1.14], [2.82, 0.76, -2.12], [-1.52, -1.74, 2.31]], "mulliken_charge": [-0.248, -0.073, -0.074, -0.627, -0.252, 0.207, -0.276, 0.275, 0.379, 0.283, 0.153, 0.252], "e_above_lowest_kcal_mol": 143.20, "gap_ev": 8.0, "mol_weight_g_mol": 135.22, "multiplicity": 1, "homo_energy_ev": -8.80, "charge": 0}



6.
{"formula": "C2H5N3S2", "method": "ωB97M-V with the def2-TZVPD basis set", "elements": ["S", "S", "N", "N", "N", "C", "C", "H", "H", "H", "H", "H"], "xyz": [[-0.86494, 1.92345, -0.09829], [-3.26420, -0.10800, 0.00468], [2.98947, -0.09883, 0.04169], [0.61136, -0.19678, -0.06541], [-1.66345, -0.64331, -0.32221], [1.84517, 0.38034, -0.07384], [-0.59478, 0.26156, -0.13139], [2.88092, -1.13731, -0.04464], [-2.92668, 1.21929, 0.67116], [-1.57727, -1.70805, -0.01955], [1.85509, 1.37888, -0.20980], [0.70930, -1.27124, 0.24759]], "forces_ev_per_angstrom": [[0.01, -0.51, 0.02], [-0.17, 1.89, 0.83], [0.47, -2.95, -0.56], [2.67, -7.33, 1.45], [1.34, -1.55, 1.60], [0.13, 0.65, 0.12], [-4.03, 2.19, -0.82], [0.64, 0.51, 0.65], [-0.16, -2.48, -1.19], [0.27, 3.14, -0.72], [-0.72, 3.51, -0.20], [-0.46, 2.93, -1.20]], "mulliken_charge": [-0.463, -0.156, -0.570, -0.211, -0.323, 0.035, 0.367, 0.193, 0.166, 0.307, 0.404, 0.250], "e_above_lowest_kcal_mol": 67.80, "gap_ev": 8.7, "mol_weight_g_mol": 135.22, "multiplicity": 1, "homo_energy_ev": -8.68, "charge": 0, "smiles": "[H]/N=C\\NC(=S)NS"}



7.
{"formula": "C2H5N3S2", "method": "ωB97M-V with the def2-TZVPD basis set", "elements": ["S", "S", "N", "N", "N", "C", "C", "H", "H", "H", "H", "H"], "xyz": [[3.67012, -0.15017, -0.02914], [1.33394, 1.95132, -0.02906], [1.07148, 0.22235, -0.05611], [-2.53068, -0.15791, -0.12207], [-1.25529, 0.43174, -0.04295], [2.12832, -0.57502, -0.05705], [-0.21882, -0.28580, -0.05852], [0.01737, 2.17340, -0.13267], [1.86205, -1.65204, -0.03548], [-0.30700, -1.39555, -0.07302], [-3.18651, 0.50143, 0.26016], [-2.58499, -1.06377, 0.37590]], "forces_ev_per_angstrom": [[1.10, 0.52, -0.02], [0.15, -0.37, -0.03], [-0.75, 1.35, -0.04], [1.10, -0.66, 0.23], [-0.34, 0.45, -0.06], [-0.08, -1.91, 0.18], [-1.34, -1.43, 0.04], [-0.12, 0.03, 0.00], [-0.07, 0.64, -0.10], [0.44, 0.64, -0.02], [-0.11, 0.01, 0.13], [0.01, 0.73, -0.32]], "mulliken_charge": [-0.349, -0.101, 0.038, -0.588, -0.150, 0.020, 0.126, 0.189, 0.168, 0.137, 0.255, 0.257], "e_above_lowest_kcal_mol": 64.20, "gap_ev": 8.9, "mol_weight_g_mol": 135.22, "multiplicity": 1, "homo_energy_ev": -8.44, "charge": 0, "smiles": "N/N=C/N(S)C=S"}



8.
{"formula": "C2H5N3S2", "method": "ωB97M-V with the def2-TZVPD basis set", "elements": ["S", "S", "N", "N", "N", "C", "C", "H", "H", "H", "H", "H"], "xyz": [[-2.45792, -0.69316, 0.00662], [1.82760, -1.19153, -0.14586], [-0.90350, 1.95548, -0.51882], [-0.86996, -0.31151, 0.39693], [2.19693, 0.50921, 0.14563], [-0.23695, 0.89854, 0.05184], [1.16119, 1.24129, 0.40180], [-0.25512, 2.87937, -0.43529], [1.21711, 2.41623, 0.49755], [-2.39572, -1.44007, -1.06542], [3.42492, -0.90482, -1.15342], [-0.41580, -0.70679, 1.49647]], "forces_ev_per_angstrom": [[-0.88, 1.10, 1.45], [4.67, 1.66, -2.75], [3.08, -1.57, 1.95], [3.20, -0.75, 3.51], [-2.23, 0.61, 1.37], [-3.52, 4.55, -0.72], [1.13, 0.76, -0.99], [-1.72, -3.02, -0.59], [0.70, -2.55, 0.24], [0.86, -0.65, -0.83], [-3.28, -1.49, 2.01], [-2.01, 1.34, -4.65]], "mulliken_charge": [-0.135, -0.142, -0.654, -0.407, -0.353, 0.843, -0.250, 0.213, 0.220, 0.127, 0.175, 0.363], "e_above_lowest_kcal_mol": 156.22, "gap_ev": 8.0, "mol_weight_g_mol": 135.22, "multiplicity": 1, "homo_energy_ev": -8.92, "charge": 0}



9.
{"formula": "C2H5N4", "method": "ωB97M-V with the def2-TZVPD basis set", "elements": ["N", "N", "N", "N", "C", "C", "H", "H", "H", "H", "H"], "xyz": [[-1.04132, 0.99202, 1.21452], [1.66780, 1.92241, 1.01508], [0.44396, -0.91115, -1.01303], [0.28648, -1.91542, -1.74874], [0.71067, 0.00176, -0.28427], [1.23402, 1.07880, 0.34882], [-0.24896, -2.64055, -1.41974], [-1.87355, 0.35069, 1.55503], [-0.55859, 1.36431, 2.01409], [0.97463, -2.02690, -2.41853], [-1.59514, 1.78403, 0.73678]], "forces_ev_per_angstrom": [[-4.27, -0.87, -0.84], [0.03, -0.56, -0.82], [1.69, 5.55, 4.99], [-0.23, 1.01, -0.61], [-1.80, -4.41, -3.98], [1.04, 1.48, 1.26], [-1.63, -2.03, 0.79], [2.33, 1.58, -0.54], [-0.07, 0.22, 0.46], [1.51, -0.64, -1.70], [1.42, -1.33, 0.99]], "mulliken_charge": [-0.827, -0.308, 0.408, -0.709, 0.791, 0.216, 0.261, 0.302, 0.307, 0.261, 0.296], "e_above_lowest_kcal_mol": 80.67, "gap_ev": 9.4, "mol_weight_g_mol": 85.09, "multiplicity": 1, "homo_energy_ev": -15.05, "charge": 1}



10.
{"formula": "C2H5N4O", "method": "ωB97M-V with the def2-TZVPD basis set", "elements": ["O", "N", "N", "N", "N", "C", "C", "H", "H", "H", "H", "H"], "xyz": [[-2.85324, 1.05174, 0.06007], [-1.70940, -0.79958, -0.10107], [-0.74361, -1.61694, -0.07473], [1.91179, 0.68391, -0.17286], [-1.72420, 0.50389, 0.14499], [0.68990, 1.01276, 0.05617], [-0.58246, 1.36507, 0.15472], [-2.68699, -0.99421, -0.12520], [2.30292, 0.03291, 0.53320], [-0.64116, 2.47399, 0.51952], [2.50212, 0.79959, -0.91990], [-0.91634, -2.62075, -0.02133]], "forces_ev_per_angstrom": [[-0.34, 0.25, 0.14], [-0.34, -1.20, 0.16], [2.46, 0.93, 0.05], [-3.14, -1.21, 4.41], [1.26, 2.65, -0.34], [0.52, -1.04, -1.67], [1.53, 0.67, 1.24], [-1.28, -0.93, -0.17], [0.06, 0.71, -0.21], [-0.78, -2.19, -0.64], [1.05, 0.85, -2.89], [-1.01, 0.51, -0.08]], "mulliken_charge": [-0.655, 0.340, -0.787, -0.223, 0.669, 0.253, -0.021, 0.236, 0.324, 0.322, 0.263, 0.277], "e_above_lowest_kcal_mol": 180.42, "gap_ev": [7.1, 6.8], "mol_weight_g_mol": 101.09, "multiplicity": 1, "homo_energy_ev": [-12.81, -12.46], "charge": 1, "smiles": "[H]/N=[NH+]/N([O-])C=C=[NH2+]"}



What did the second record say?
{"formula": "C2H5N3OS", "method": "ωB97M-V with the def2-TZVPD basis set", "elements": ["S", "O", "N", "N", "N", "C", "C", "H", "H", "H", "H", "H"], "xyz": [[1.10938, -0.99523, 0.26103], [1.33649, 1.49729, -0.64075], [-0.49749, -1.14814, -0.25226], [-0.70861, 0.95061, 0.95448], [-2.55653, 0.14432, -0.49446], [-1.32450, 0.12119, 0.09327], [1.85145, 0.52159, -0.16433], [-3.15410, 0.90358, -0.05087], [2.77185, 0.59891, 0.14353], [-0.52121, -1.58424, -1.38491], [-2.90765, -0.87980, -0.19019], [-1.45416, 1.42276, 1.40401]], "forces_ev_per_angstrom": [[0.54, -1.42, 0.38], [-0.10, -0.08, -0.79], [-1.13, 1.52, -3.73], [-2.17, -3.74, -2.94], [-2.01, -2.36, 2.05], [4.96, 0.44, 2.24], [-5.73, 0.89, -1.89], [0.88, -1.44, -0.81], [5.68, -0.34, 2.03], [-0.21, 2.20, 4.27], [0.12, 2.99, -1.32], [-0.83, 1.34, 0.49]], "mulliken_charge": [-0.078, -0.437, -0.388, -0.597, -0.496, 0.424, -0.081, 0.317, 0.492, 0.336, 0.315, 0.192], "e_above_lowest_kcal_mol": 84.33, "gap_ev": 9.5, "mol_weight_g_mol": 119.15, "multiplicity": 1, "homo_energy_ev": -9.09, "charge": 0, "smiles": "[H]/N=C(\\N)NSC=O"}



Question: What is the multiplicity in the eighth record?
Answer: 1



Copy entry 9 word for word.
{"formula": "C2H5N4", "method": "ωB97M-V with the def2-TZVPD basis set", "elements": ["N", "N", "N", "N", "C", "C", "H", "H", "H", "H", "H"], "xyz": [[-1.04132, 0.99202, 1.21452], [1.66780, 1.92241, 1.01508], [0.44396, -0.91115, -1.01303], [0.28648, -1.91542, -1.74874], [0.71067, 0.00176, -0.28427], [1.23402, 1.07880, 0.34882], [-0.24896, -2.64055, -1.41974], [-1.87355, 0.35069, 1.55503], [-0.55859, 1.36431, 2.01409], [0.97463, -2.02690, -2.41853], [-1.59514, 1.78403, 0.73678]], "forces_ev_per_angstrom": [[-4.27, -0.87, -0.84], [0.03, -0.56, -0.82], [1.69, 5.55, 4.99], [-0.23, 1.01, -0.61], [-1.80, -4.41, -3.98], [1.04, 1.48, 1.26], [-1.63, -2.03, 0.79], [2.33, 1.58, -0.54], [-0.07, 0.22, 0.46], [1.51, -0.64, -1.70], [1.42, -1.33, 0.99]], "mulliken_charge": [-0.827, -0.308, 0.408, -0.709, 0.791, 0.216, 0.261, 0.302, 0.307, 0.261, 0.296], "e_above_lowest_kcal_mol": 80.67, "gap_ev": 9.4, "mol_weight_g_mol": 85.09, "multiplicity": 1, "homo_energy_ev": -15.05, "charge": 1}